Entry 1:
122
Properties=species:S:1:pos:R:3:forces:R:3 method="wB97M-V/def2-TZVPD" s_squared=15.9336 total_charge=+1 e_above_lowest_kj_mol=401.7 homo_lumo_gap_ev="3.787 / 4.132" multiplicity=8
Gd 0.846 0.115 0.707 0.9 -1.0 -0.5
C 2.098 -1.570 5.230 0.3 0.1 0.3
C 2.993 -0.603 5.688 0.1 0.0 0.0
C 2.891 0.670 5.188 0.3 -0.2 0.4
C 1.932 0.961 4.195 -0.6 1.3 0.1
N 1.177 -0.019 3.632 -0.5 -0.9 -0.1
C 1.226 -1.218 4.223 -0.5 0.6 -0.7
N 1.653 2.268 4.000 3.1 -1.8 2.1
C 0.940 2.719 3.024 -2.6 1.3 -2.6
N 0.682 2.058 1.870 0.6 0.6 1.5
C -0.313 2.699 1.204 -0.9 1.6 -0.2
N -0.829 2.053 0.197 0.8 -0.6 0.1
C -1.936 2.518 -0.507 -0.5 0.3 -0.4
C -1.861 3.641 -1.337 0.1 -0.2 0.2
C -2.989 4.017 -2.037 -0.1 -0.1 0.1
C -4.162 3.294 -1.865 0.1 0.0 0.0
C -4.124 2.187 -1.036 -0.3 0.1 -0.1
N -3.040 1.786 -0.391 0.4 -0.1 0.3
C -0.646 3.953 1.911 0.3 -0.5 -0.2
C -1.561 4.967 1.702 -0.3 0.4 0.1
C -1.606 6.009 2.623 -0.3 -0.2 -0.5
C -0.773 6.033 3.731 0.4 -0.2 0.4
C 0.120 4.996 3.972 -0.2 0.5 0.2
C 0.181 3.973 3.050 0.1 -1.2 -0.4
H 2.068 -2.559 5.660 0.0 -0.1 0.0
H 3.711 -0.843 6.455 0.1 0.0 0.1
H 3.492 1.485 5.556 0.1 0.1 0.1
H 0.459 -1.922 3.909 0.0 0.0 -0.1
H -0.932 4.185 -1.412 0.1 0.0 0.0
H -2.958 4.868 -2.701 0.0 0.1 0.0
H -5.072 3.585 -2.363 -0.1 0.0 -0.1
H -5.002 1.577 -0.868 -0.2 0.0 -0.1
H -2.237 4.961 0.861 0.0 0.0 0.0
H -2.316 6.808 2.479 -0.1 0.1 0.0
H -0.834 6.859 4.424 0.0 0.0 0.1
H 0.741 4.979 4.852 0.1 0.1 0.1
C -0.938 -3.606 -1.566 0.0 0.0 0.2
C 0.096 -2.546 -1.939 -0.1 0.2 0.0
P -0.561 -0.803 -1.863 0.8 -0.2 -1.2
C 0.807 0.123 -2.731 0.0 0.0 0.2
C 2.051 -0.339 -3.157 -0.3 0.0 0.1
C 2.917 0.511 -3.828 0.2 0.0 -0.1
C 2.558 1.820 -4.097 -0.1 0.0 0.0
C 1.308 2.280 -3.708 0.0 0.0 0.0
C 0.449 1.441 -3.027 0.0 0.0 0.1
C -1.606 -0.794 -3.382 -0.2 0.1 0.2
C -2.899 -0.288 -3.382 0.0 0.1 0.0
C -3.648 -0.283 -4.548 0.0 0.1 0.0
C -3.111 -0.788 -5.720 -0.1 0.0 -0.1
C -1.810 -1.261 -5.732 0.0 0.0 -0.1
C -1.055 -1.250 -4.576 -0.1 0.0 0.1
C -1.639 -3.289 -0.248 -0.1 0.1 -0.1
P -2.849 -1.917 -0.617 -0.5 -1.0 0.8
C -3.144 -1.162 1.017 0.2 0.0 -0.2
C -4.447 -0.884 1.427 0.2 -0.1 0.0
C -4.681 -0.180 2.593 0.0 0.1 0.0
C -3.620 0.296 3.346 0.0 0.0 0.0
C -2.318 0.041 2.944 0.2 0.0 0.1
C -2.083 -0.686 1.787 0.1 -0.1 0.1
C -4.343 -2.976 -0.801 0.2 0.2 -0.2
C -4.819 -3.816 0.206 0.0 0.0 -0.1
C -5.910 -4.632 -0.030 0.0 0.0 0.1
C -6.531 -4.625 -1.270 0.0 0.0 -0.1
C -6.068 -3.791 -2.271 -0.2 -0.1 -0.1
C -4.979 -2.970 -2.037 0.1 0.1 0.1
H -0.442 -4.578 -1.503 0.0 0.0 -0.1
H -1.691 -3.671 -2.358 0.1 -0.1 -0.1
H 0.468 -2.752 -2.946 0.1 0.1 0.1
H 0.948 -2.584 -1.244 0.0 -0.1 -0.1
H 2.355 -1.363 -2.992 0.0 -0.1 0.1
H 3.881 0.143 -4.150 0.1 0.0 0.0
H 3.239 2.480 -4.611 0.1 0.0 -0.1
H 1.010 3.293 -3.932 0.0 0.1 0.0
H -0.535 1.791 -2.729 0.0 0.1 -0.1
H -3.325 0.098 -2.465 0.0 0.0 0.0
H -4.654 0.110 -4.540 -0.1 0.0 0.0
H -3.696 -0.801 -6.626 -0.1 0.0 -0.1
H -1.376 -1.634 -6.648 0.0 0.0 -0.1
H -0.029 -1.586 -4.616 0.1 0.0 0.0
H -0.908 -2.999 0.506 -0.2 0.0 0.0
H -2.189 -4.161 0.112 0.1 0.1 0.1
H -5.278 -1.236 0.832 0.0 0.0 0.0
H -5.697 0.002 2.913 -0.1 0.0 0.0
H -3.809 0.858 4.248 0.0 0.0 0.1
H -1.488 0.397 3.542 0.0 0.0 0.0
H -1.043 -0.925 1.503 -0.9 -0.3 0.3
H -4.346 -3.825 1.179 0.1 0.0 0.0
H -6.279 -5.275 0.758 0.0 0.0 0.0
H -7.376 -5.269 -1.453 -0.1 -0.1 0.0
H -6.554 -3.777 -3.235 0.0 0.0 -0.1
H -4.613 -2.318 -2.818 0.0 0.0 -0.1
O 0.983 -2.482 1.453 0.0 0.1 0.1
H 1.235 -2.595 2.383 0.0 0.0 -0.4
H 1.593 -3.071 0.972 -0.1 0.3 0.1
C 3.745 -3.590 1.062 0.2 0.7 0.0
Si 4.475 -1.839 0.675 -0.1 -0.3 -0.2
C 5.700 -2.287 -0.724 -0.4 0.4 0.5
C 5.480 -1.398 2.233 -0.4 0.0 -0.6
C 3.246 -0.491 0.098 0.9 0.4 0.5
Si 4.099 1.230 0.021 -0.2 0.2 -0.4
C 2.808 2.535 -0.573 0.2 -0.6 0.4
C 4.726 1.896 1.698 -0.3 -0.4 -0.5
C 5.534 1.401 -1.235 -0.5 -0.3 0.5
H 4.570 -4.295 1.037 0.2 -0.1 0.0
H 3.035 -3.948 0.317 -0.1 -0.1 -0.2
H 3.311 -3.675 2.055 -0.1 0.0 0.2
H 6.398 -3.057 -0.407 0.1 -0.2 0.2
H 6.281 -1.427 -1.034 0.1 0.2 -0.1
H 5.185 -2.663 -1.604 -0.2 -0.1 -0.2
H 5.891 -2.286 2.705 0.0 -0.2 0.0
H 4.879 -0.880 2.973 -0.2 0.2 0.2
H 6.314 -0.755 1.976 0.2 0.2 0.0
H 3.073 -0.747 -0.961 -0.1 0.1 0.1
H 2.429 3.114 0.264 -0.1 0.1 0.2
H 1.957 2.089 -1.096 0.0 0.1 -0.1
H 3.272 3.234 -1.262 0.1 0.1 -0.2
H 4.067 1.633 2.520 -0.1 -0.1 0.2
H 4.788 2.979 1.662 0.0 0.2 -0.1
H 5.714 1.522 1.933 0.3 -0.1 0.1
H 5.182 1.285 -2.254 -0.1 -0.1 -0.2
H 6.303 0.658 -1.069 0.2 -0.2 0.1
H 6.004 2.376 -1.158 0.0 0.3 0.1

Entry 2:
124
Properties=species:S:1:pos:R:3:forces:R:3 method="wB97M-V/def2-TZVPD" total_charge=-2 e_above_lowest_kj_mol=0.0 homo_lumo_gap_ev=5.873 multiplicity=1
Zr -0.219 -1.739 0.142 0.1 -0.5 0.1
C 2.506 0.925 1.354 0.0 0.0 0.0
C 1.231 0.501 2.009 0.0 0.0 0.0
N 1.085 -0.738 2.336 -0.1 -0.1 0.3
N 0.225 -0.990 3.412 0.0 0.1 0.0
C -0.755 -1.801 3.404 0.0 0.0 0.1
S -1.653 -2.618 2.167 0.1 0.0 0.0
S -1.423 -2.261 5.010 0.0 0.0 -0.1
C -0.345 -1.383 6.173 0.0 0.0 0.1
C -0.875 -0.053 6.628 0.0 0.0 0.0
C -1.830 0.016 7.640 0.0 0.0 0.0
C -2.331 1.237 8.064 0.0 0.0 0.0
C -1.884 2.412 7.474 0.0 0.0 0.0
C -0.941 2.352 6.459 0.0 0.0 0.0
C -0.439 1.128 6.039 0.0 0.0 0.0
C 0.137 1.466 2.213 0.0 -0.1 0.0
C 0.239 2.693 2.845 0.0 0.0 0.0
C -0.854 3.548 2.913 0.0 0.0 0.0
C -2.051 3.158 2.322 0.0 0.0 0.0
C -2.163 1.951 1.653 0.0 0.0 0.0
C -1.067 1.085 1.564 0.1 0.2 -0.2
O -1.111 0.009 0.819 0.0 -0.3 0.1
H 3.132 1.367 2.141 0.0 0.0 0.0
H 2.341 1.669 0.580 0.0 0.0 0.0
H 3.039 0.069 0.947 0.0 0.0 0.0
H 0.619 -1.272 5.680 0.0 0.0 0.0
H -0.231 -2.054 7.028 0.0 0.0 0.0
H -2.190 -0.903 8.092 0.0 0.0 0.0
H -3.076 1.271 8.850 0.0 0.0 0.0
H -2.280 3.369 7.795 0.0 0.0 0.0
H -0.607 3.260 5.973 0.0 0.0 0.0
H 0.268 1.072 5.221 0.0 0.0 0.0
H 1.186 2.980 3.292 0.0 0.0 0.0
H -0.774 4.504 3.416 0.0 0.0 0.0
H -2.910 3.820 2.362 0.0 0.0 0.0
H -3.078 1.666 1.150 0.0 0.0 0.0
C -3.257 -4.009 -3.085 0.0 0.0 0.0
C -2.095 -3.264 -2.468 0.0 0.0 0.0
S -2.365 -2.665 -0.839 -0.1 0.0 0.1
C -0.932 -3.055 -3.102 0.0 0.0 0.0
C -0.662 -3.540 -4.502 0.0 0.0 0.0
S 0.379 -2.170 -2.358 -0.1 -0.1 0.1
H -4.116 -3.979 -2.417 0.0 0.0 0.0
H -3.015 -5.061 -3.267 0.0 0.0 0.0
H -3.561 -3.570 -4.041 0.0 0.0 0.0
H -1.583 -3.770 -5.040 0.0 0.0 0.0
H -0.041 -4.441 -4.489 0.0 0.0 0.0
H -0.113 -2.781 -5.063 0.0 0.0 0.0
C -4.866 -0.028 -2.010 0.0 0.0 0.0
P -3.153 0.635 -1.789 0.0 0.0 0.0
C -2.501 0.319 -3.475 0.0 0.0 0.0
C -3.489 2.435 -1.872 0.0 0.0 0.0
C -4.626 2.995 -1.284 0.0 0.0 0.0
C -4.794 4.372 -1.209 0.0 0.0 0.0
C -3.822 5.224 -1.716 0.0 0.0 0.0
C -2.681 4.682 -2.295 -0.1 0.0 -0.1
C -2.518 3.307 -2.370 -0.1 0.0 0.0
H -5.473 0.557 -2.706 0.0 0.0 0.0
H -5.375 -0.097 -1.047 0.0 0.0 0.0
H -4.762 -1.047 -2.387 0.0 0.0 0.0
H -3.137 0.713 -4.272 0.0 0.0 0.0
H -2.397 -0.765 -3.573 0.0 0.0 0.0
H -1.497 0.735 -3.557 0.0 0.0 0.0
H -5.391 2.347 -0.871 0.0 0.0 0.0
H -5.685 4.780 -0.745 0.0 0.0 0.0
H -3.947 6.298 -1.651 0.0 0.0 0.0
H -1.903 5.333 -2.679 -0.1 -0.1 0.0
H -1.609 2.900 -2.795 0.0 0.0 0.0
S 3.590 1.475 -2.455 0.1 0.0 0.0
P 1.673 1.940 -2.551 -0.1 0.0 0.0
S 0.334 1.134 -1.309 0.2 0.1 0.1
C 1.484 3.768 -2.434 0.0 0.0 0.0
C 0.485 4.347 -1.660 0.1 0.0 0.0
C 0.359 5.731 -1.597 0.1 0.0 0.1
C 1.224 6.543 -2.313 0.0 0.0 0.0
C 2.227 5.969 -3.088 0.0 0.0 0.0
C 2.359 4.591 -3.143 0.0 0.0 0.0
C 1.063 1.602 -4.249 0.0 0.0 0.0
C 0.302 2.503 -4.986 0.0 0.0 0.0
C -0.215 2.140 -6.225 0.0 0.0 0.0
C 0.023 0.873 -6.734 0.0 0.0 0.0
C 0.781 -0.032 -5.999 0.0 0.0 0.0
C 1.298 0.328 -4.767 0.0 0.0 0.0
H -0.190 3.703 -1.106 0.1 0.0 0.0
H -0.422 6.167 -0.984 0.0 0.0 0.0
H 1.125 7.621 -2.265 0.0 0.0 0.0
H 2.912 6.600 -3.644 0.0 0.0 0.0
H 3.154 4.135 -3.721 0.0 0.0 0.0
H 0.101 3.492 -4.592 0.0 0.0 0.0
H -0.814 2.849 -6.785 0.0 0.0 0.0
H -0.389 0.586 -7.694 0.0 0.0 0.0
H 0.959 -1.030 -6.383 0.0 0.0 0.0
H 1.871 -0.381 -4.181 0.0 0.0 0.0
C 4.852 -2.686 3.974 0.0 0.0 0.0
C 4.308 -2.612 2.570 0.0 0.0 0.0
C 5.074 -2.068 1.538 0.0 0.0 0.0
C 4.547 -1.926 0.262 0.0 0.0 0.0
C 5.374 -1.322 -0.840 0.0 0.0 0.0
C 3.236 -2.342 0.023 0.1 -0.1 0.0
C 2.454 -2.920 1.027 0.1 0.1 -0.1
C 3.021 -3.039 2.304 -0.1 0.0 0.0
N 1.145 -3.348 0.729 -0.2 0.6 -0.2
C 0.976 -4.820 0.759 0.0 0.0 -0.1
C -0.295 -5.213 0.008 0.0 0.0 0.0
C 0.877 -5.387 2.186 0.0 0.0 0.0
C 2.149 -5.495 0.028 0.0 0.0 0.0
H 5.937 -2.560 3.985 0.0 0.0 0.0
H 4.612 -3.642 4.443 0.0 0.0 0.0
H 4.418 -1.900 4.597 0.0 0.0 0.0
H 6.093 -1.746 1.737 0.0 0.0 0.0
H 6.434 -1.544 -0.697 0.0 0.0 0.0
H 5.248 -0.238 -0.868 0.0 0.0 0.0
H 5.062 -1.692 -1.816 0.0 0.0 0.0
H 2.828 -2.278 -0.981 0.0 0.0 0.0
H 2.405 -3.407 3.115 0.0 0.0 0.0
H -0.296 -4.786 -0.997 0.0 0.0 0.0
H -1.188 -4.872 0.528 0.0 0.0 0.0
H -0.341 -6.303 -0.074 0.0 0.0 0.0
H 0.161 -4.809 2.772 0.0 0.0 0.0
H 1.844 -5.383 2.691 0.0 0.0 0.0
H 0.533 -6.426 2.144 0.0 0.0 0.0
H 2.218 -5.108 -0.991 0.0 0.0 0.0
H 1.986 -6.576 -0.014 0.0 0.0 0.0
H 3.100 -5.310 0.530 0.0 0.0 0.0

Entry 3:
140
Properties=species:S:1:pos:R:3:forces:R:3 method="wB97M-V/def2-TZVPD" smiles="CCOCCCCC[Si@H](CCCCCOC(C)=O)P(C)C.O=C1C=C(O)C(=O)C=C1O.O=C1C=C(O)C(=O)C=C1O.O=C1C=C(O)C(=O)C=C1O.O=C1C=C(O)C(=O)C=C1O.O=C1C=C(O)C(=O)C=C1O.O=C1C=C(O)C(=O)C=C1O" total_charge=0 homo_lumo_gap_ev=6.201 multiplicity=1
C 3.662 -5.237 -0.409 -0.6 0.3 0.1
C 3.452 -3.760 -0.557 0.3 -0.1 -0.6
O 3.593 -3.407 -1.915 0.2 -0.1 -0.2
C 3.010 -2.151 -2.218 0.3 -0.8 0.2
C 1.622 -2.345 -2.749 0.1 0.0 -0.5
C 1.166 -1.244 -3.674 -0.3 0.7 0.8
C -0.333 -1.049 -3.726 -0.1 -0.8 -0.4
C -1.146 -2.358 -3.785 -0.6 0.5 0.4
Si -2.529 -2.259 -2.527 0.0 0.0 0.3
C -1.898 -2.303 -0.759 -0.8 0.1 -0.4
C -2.989 -1.826 0.200 0.4 0.4 0.2
C -2.536 -0.643 1.032 -0.1 -0.3 -0.1
C -1.383 -1.035 1.922 0.5 0.6 -0.2
C -0.467 0.079 2.408 -0.1 0.0 0.0
O -0.363 1.243 1.577 -0.4 -0.2 0.4
C 0.201 1.115 0.369 -0.1 0.0 -0.3
C 1.192 0.042 0.097 0.3 -0.2 0.5
O -0.081 1.891 -0.494 -0.2 0.7 -0.4
P -4.176 -3.703 -2.942 -0.1 0.1 -1.0
C -5.604 -3.188 -1.895 0.8 -0.8 0.0
C -3.631 -5.330 -2.232 -0.1 1.1 0.0
H 2.702 -5.710 -0.358 -0.5 -0.6 0.0
H 4.161 -5.614 -1.278 0.5 -0.3 -0.4
H 4.201 -5.454 0.488 0.3 -0.3 0.3
H 2.464 -3.477 -0.240 -0.6 0.2 0.5
H 4.192 -3.233 0.024 0.3 0.6 0.4
H 3.039 -1.551 -1.323 -0.1 0.6 0.3
H 3.641 -1.701 -2.955 0.4 0.4 -0.6
H 0.918 -2.509 -1.955 -0.5 0.0 0.6
H 1.653 -3.259 -3.305 0.0 -0.8 -0.3
H 1.581 -0.321 -3.305 0.3 0.7 0.1
H 1.549 -1.352 -4.669 0.4 -0.4 -0.6
H -0.557 -0.507 -4.621 -0.2 0.6 -0.5
H -0.681 -0.419 -2.931 0.0 0.4 0.7
H -1.633 -2.427 -4.738 -0.2 -0.2 -0.7
H -0.544 -3.239 -3.678 0.3 -0.5 0.1
H -3.127 -0.905 -2.696 -0.1 0.0 0.0
H -1.578 -3.291 -0.488 0.5 -0.6 0.1
H -1.077 -1.621 -0.668 0.8 0.2 -0.1
H -3.865 -1.521 -0.335 -0.8 0.1 -0.3
H -3.265 -2.599 0.888 -0.4 -0.7 0.3
H -3.348 -0.336 1.660 -0.6 0.4 0.3
H -2.333 0.188 0.381 0.4 0.5 -0.4
H -1.814 -1.459 2.805 -0.1 -0.6 0.7
H -0.775 -1.796 1.469 0.2 -0.4 -0.4
H 0.519 -0.289 2.598 0.7 -0.4 0.2
H -0.824 0.411 3.355 -0.3 0.7 0.6
H 2.006 0.500 -0.418 0.5 0.4 -0.5
H 0.781 -0.700 -0.555 -0.4 -0.4 -0.4
H 1.594 -0.451 0.959 0.1 -0.3 0.5
H -6.484 -3.584 -2.355 -0.7 -0.2 -0.3
H -5.692 -2.127 -1.842 0.0 0.8 0.1
H -5.516 -3.624 -0.916 0.0 0.1 0.4
H -4.471 -5.754 -1.728 -0.6 -0.5 0.3
H -2.837 -5.237 -1.517 0.5 0.0 0.4
H -3.339 -5.941 -3.053 0.3 -0.6 -0.5
O 3.019 7.211 -0.501 0.1 -0.2 0.2
C 1.968 6.923 -1.042 -0.1 0.3 -0.3
C 1.261 7.807 -1.946 0.2 0.1 0.1
C 0.099 7.415 -2.483 0.3 0.1 0.1
O -0.599 8.165 -3.314 -0.2 0.1 -0.2
C -0.513 6.072 -2.178 0.4 -0.2 0.4
O -1.584 5.843 -2.711 -0.2 -0.1 0.1
C 0.207 5.174 -1.292 -0.4 -0.1 -0.2
C 1.373 5.570 -0.757 -0.4 -0.1 -0.2
O 2.084 4.815 0.053 0.1 0.0 0.3
H 1.703 8.770 -2.158 0.0 0.0 0.0
H -1.392 7.644 -3.550 0.0 0.0 0.0
H -0.218 4.197 -1.081 0.1 0.1 0.0
H 2.877 5.336 0.284 0.1 -0.1 -0.1
O -8.237 2.784 -3.733 -0.2 0.0 -0.2
C -7.131 3.264 -3.899 0.3 0.0 0.5
C -6.126 3.365 -2.860 -0.2 -0.1 0.0
C -4.938 3.930 -3.133 -0.3 -0.2 0.2
O -3.980 4.062 -2.243 0.3 0.1 -0.1
C -4.619 4.472 -4.501 -0.4 -0.1 -0.2
O -3.533 4.989 -4.641 0.3 0.1 -0.2
C -5.617 4.350 -5.549 0.2 0.1 0.0
C -6.797 3.782 -5.273 0.3 0.1 0.0
O -7.755 3.634 -6.169 -0.3 -0.1 -0.1
H -6.371 2.979 -1.881 0.0 0.0 0.0
H -3.225 4.512 -2.687 0.1 0.1 0.1
H -5.369 4.730 -6.529 0.0 0.0 0.0
H -8.495 3.198 -5.703 0.0 0.0 0.0
O 4.876 4.213 -0.211 -0.1 0.0 0.3
C 6.066 4.352 0.012 0.2 0.2 -0.4
C 7.027 4.778 -0.984 -0.2 0.0 0.0
C 8.322 4.890 -0.652 -0.4 0.0 0.0
O 9.252 5.272 -1.502 0.3 0.1 -0.1
C 8.817 4.582 0.738 -0.3 -0.1 0.4
O 10.009 4.691 0.951 0.2 0.1 -0.2
C 7.849 4.176 1.740 0.2 0.0 0.0
C 6.556 4.068 1.408 0.4 0.0 0.0
O 5.620 3.705 2.265 -0.3 -0.1 0.1
H 6.661 4.995 -1.977 0.0 0.0 0.0
H 10.094 5.266 -1.006 0.0 0.0 0.0
H 8.212 3.973 2.737 0.0 0.0 0.0
H 4.780 3.701 1.768 0.0 0.0 0.0
O -10.815 -6.764 2.192 0.0 -0.3 -0.1
C -9.840 -6.082 1.943 0.0 0.4 0.2
C -9.713 -4.684 2.311 -0.1 -0.1 0.0
C -8.604 -4.008 1.979 -0.3 -0.2 0.1
O -8.418 -2.738 2.280 0.2 0.3 0.0
C -7.473 -4.655 1.225 0.0 -0.4 -0.1
O -6.510 -3.965 0.947 -0.1 0.2 0.4
C -7.590 -6.057 0.876 0.1 0.1 0.0
C -8.697 -6.735 1.210 0.3 0.2 -0.1
O -8.873 -8.010 0.928 -0.2 -0.3 0.0
H -10.531 -4.229 2.850 0.0 0.0 0.0
H -7.543 -2.497 1.922 0.0 0.0 0.0
H -6.765 -6.515 0.349 0.0 0.0 0.0
H -9.754 -8.247 1.278 0.0 0.0 0.0
O 10.279 -3.376 2.175 0.1 0.2 -0.2
C 9.270 -4.049 2.097 -0.1 -0.2 0.4
C 8.725 -4.821 3.199 0.1 0.1 0.0
C 7.614 -5.547 3.015 0.3 0.2 0.0
O 7.060 -6.272 3.969 -0.2 -0.2 0.1
C 6.903 -5.592 1.688 0.1 0.2 -0.4
O 5.909 -6.289 1.600 0.1 -0.2 0.4
C 7.432 -4.803 0.593 -0.1 -0.1 0.0
C 8.543 -4.074 0.777 -0.3 -0.2 0.0
O 9.082 -3.332 -0.168 0.3 0.2 -0.1
H 9.245 -4.783 4.145 0.0 0.0 0.0
H 6.276 -6.694 3.569 0.0 0.0 0.0
H 6.904 -4.830 -0.350 0.0 0.0 0.0
H 9.872 -2.917 0.228 0.0 0.0 0.0
O -1.057 4.057 3.939 0.1 -0.2 -0.2
C -0.480 3.976 5.004 -0.2 0.3 0.3
C -0.825 4.763 6.175 0.0 0.0 -0.1
C -0.121 4.616 7.307 -0.2 0.0 -0.3
O -0.377 5.294 8.409 0.1 0.1 0.3
C 1.032 3.652 7.408 0.2 -0.3 -0.3
O 1.629 3.592 8.466 -0.1 0.1 0.2
C 1.362 2.849 6.246 0.0 0.0 0.1
C 0.658 2.993 5.114 0.2 0.0 0.4
O 0.901 2.297 4.021 -0.2 0.1 -0.3
H -1.652 5.452 6.092 0.0 0.0 0.0
H 0.279 4.998 9.069 0.0 0.0 0.0
H 2.181 2.150 6.334 0.0 0.0 0.0
H 0.251 2.597 3.350 0.1 0.0 -0.1